Record 1
Formula: C22H37NOP2Pd
Source: the Open Molecules 2025 dataset
Level of theory: ωB97M-V/def2-TZVPD

The geometry in XYZ format:
```
64
Properties=species:S:1:pos:R:3:forces:R:3:lowdin_charge:R:1
Pd -0.155571 -0.257501 -0.236033 -0.9 -1.8 -0.3 0.629
P 2.170918 -0.501900 -0.628608 -0.1 -0.4 0.6 0.737
P -2.573853 -0.191787 -0.342166 0.3 -0.4 0.4 0.763
N -0.177044 0.909361 -1.837420 0.1 0.5 -0.5 0.034
H 0.942164 -2.427069 1.488234 -0.2 -0.3 0.2 0.085
C 2.712147 -1.987654 -1.524120 0.5 -0.1 -0.1 -0.264
H 3.810095 -2.034931 -1.554833 -0.2 -0.1 -0.1 0.046
H 2.322845 -1.949928 -2.547432 0.0 -0.1 0.2 0.040
H 2.321498 -2.882880 -1.026606 0.0 0.2 -0.1 0.031
C 3.149605 -0.536681 0.905161 0.4 -0.1 -0.1 -0.252
H 4.201418 -0.752535 0.675741 -0.1 0.0 0.2 0.046
H 2.744189 -1.310124 1.567766 0.1 0.2 -0.1 0.037
H 3.084101 0.422509 1.430426 -0.1 -0.2 -0.2 0.023
C 2.900862 0.862694 -1.587620 0.3 0.0 -0.1 -0.267
H 3.996411 0.837599 -1.521909 -0.2 0.0 -0.1 0.050
H 2.548284 1.826755 -1.208542 0.0 -0.1 0.0 0.034
H 2.596446 0.771681 -2.636147 0.1 0.1 0.2 0.036
C -3.335844 -1.650142 -1.114243 -0.3 0.1 -0.1 -0.260
H -4.428208 -1.612431 -1.032884 0.1 -0.1 -0.1 0.042
H -2.953734 -2.546590 -0.611443 0.0 0.3 -0.1 0.034
H -3.043938 -1.677971 -2.170328 -0.1 0.0 0.2 0.040
C -3.325578 -0.120579 1.317439 -0.3 0.0 -0.1 -0.259
H -4.418697 -0.169761 1.247561 0.1 0.0 0.1 0.045
H -3.045166 0.812471 1.820129 -0.1 -0.2 -0.1 0.038
H -2.954826 -0.977164 1.893831 0.0 0.2 -0.2 0.035
C -3.212155 1.263247 -1.228509 -0.5 0.0 0.0 -0.273
H -4.290652 1.370852 -1.069155 0.1 0.1 -0.2 0.044
H -3.003885 1.145371 -2.298050 -0.1 0.1 0.2 0.035
H -2.704809 2.168592 -0.875509 -0.1 -0.2 0.0 0.033
C -0.181607 1.617184 -2.929388 -0.1 0.7 -1.4 -0.398
C -0.158444 1.781368 -5.381855 0.0 0.0 0.2 -0.089
C -0.178970 1.001931 -4.242579 0.0 0.0 0.5 -0.020
C -0.181586 3.062976 -2.873221 0.0 -0.3 0.3 -0.016
C -0.160053 3.812553 -4.032834 0.0 -0.2 0.1 -0.086
C -0.141298 3.181715 -5.284687 0.0 0.0 -0.1 -0.078
H -0.154048 1.300784 -6.359124 0.0 0.1 0.2 0.107
H -0.190589 -0.091450 -4.288451 0.0 0.4 0.0 0.113
H -0.192974 3.531027 -1.882566 0.0 -0.2 -0.4 0.114
H -0.156047 4.898992 -3.964417 0.0 -0.2 -0.1 0.107
H -0.115345 3.785003 -6.191378 0.0 -0.2 0.2 0.104
C -0.066054 -2.898537 1.467237 -0.2 0.4 -0.3 -0.599
O -0.930403 -2.075012 0.741235 0.5 0.3 0.0 -0.420
C 0.046733 -4.287071 0.817718 0.1 -0.3 0.0 -0.064
H -0.185476 -5.072364 1.546764 0.1 0.0 -0.2 0.064
H 1.058577 -4.456526 0.441305 0.0 -0.2 -0.1 0.053
H -0.658440 -4.400316 -0.011770 0.1 0.2 0.1 0.071
C -0.550221 -3.055730 2.901905 -0.1 0.1 0.2 -0.073
H -1.578233 -3.441593 2.901626 0.2 -0.1 -0.1 0.083
H -0.556473 -2.109557 3.447589 0.1 0.0 -0.1 0.045
H 0.093362 -3.759760 3.435795 -0.1 0.0 0.1 0.074
C -0.022061 1.514967 0.881086 0.2 1.2 1.3 -0.235
C 0.423191 1.351776 2.299989 -0.1 0.2 -0.7 -0.298
C -0.351759 0.604879 3.200500 0.1 0.2 0.5 -0.064
C 0.018619 0.521193 4.546938 0.1 0.1 -0.3 -0.091
C 1.204567 1.119458 4.994080 -0.1 0.0 -0.1 -0.104
C 2.004047 1.828876 4.088193 -0.1 -0.1 0.0 -0.099
C 1.607574 1.964664 2.757616 -0.3 -0.3 0.3 -0.091
H 0.671713 2.097071 0.270996 -0.1 0.3 0.4 0.018
H -1.046662 1.903273 0.803020 0.3 0.1 0.1 0.030
H -1.256261 0.107898 2.834534 0.5 0.2 0.2 0.076
H -0.626470 -0.013530 5.248164 0.3 0.1 -0.2 0.103
H 1.497433 1.036894 6.044093 -0.1 0.0 -0.4 0.096
H 2.937178 2.282672 4.425828 -0.3 -0.1 -0.1 0.098
H 2.199450 2.550790 2.051316 -0.1 -0.1 0.2 0.105
```
Positions in Å, forces in eV/Å.

Calculated values
Gap between HOMO and LUMO (alpha / beta), eV: 6.131 / 6.015
Lowest unoccupied orbital energy (alpha / beta), eV: 0.57 / -1.38
Spin multiplicity: 5
HOMO (alpha / beta), eV: -5.562 / -7.397
Total charge: 0

Record 2
Formula: C5H10N3
Source: the Open Molecules 2025 dataset
Level of theory: ωB97M-V/def2-TZVPD

The geometry in XYZ format:
```
18
Properties=species:S:1:pos:R:3:forces:R:3:lowdin_charge:R:1
C -1.708780 -0.145030 -1.449650 0.5 0.4 0.5 -0.134
C 0.444633 0.633453 -1.592683 -0.8 2.7 0.1 -0.198
C 1.259360 0.669993 0.978888 -0.1 -0.1 -2.2 -0.022
C -1.420464 -0.710621 -0.115276 4.1 -0.4 -1.0 -0.181
C 0.571948 0.132553 -0.249483 -1.5 -1.4 3.5 -0.178
N -0.865868 0.473363 -2.136593 -0.9 -0.7 -1.1 0.070
N -2.171565 -0.362054 0.938516 0.7 -2.5 2.7 0.096
N 1.703843 -0.637114 0.423067 -0.1 -2.7 0.5 0.096
H -2.706439 -0.172103 -1.790004 -1.2 -0.3 -0.4 0.117
H 0.444933 1.734032 -1.599731 0.9 0.0 0.2 0.147
H 1.111768 0.344824 -2.331867 1.7 -0.8 -1.2 0.116
H 1.957219 1.469808 0.838565 0.6 0.2 -0.2 0.123
H 0.898907 0.664290 1.970582 -0.9 -0.3 0.9 0.106
H -0.887368 -1.712693 -0.149257 -1.6 0.8 0.3 0.153
H -2.195046 0.615220 1.187299 -0.4 0.0 0.0 0.118
H -2.024367 -1.057243 1.756634 -0.7 2.1 -1.6 0.160
H 2.680157 -0.759152 0.047281 -1.3 0.4 0.3 0.194
H 1.390569 -1.546436 0.973355 0.9 2.5 -1.4 0.217
```
Positions in Å, forces in eV/Å.

Calculated values
Gap between HOMO and LUMO, eV: 9.317
Relative energy (zero: lowest compared OMol25 entry of this formula, charge and spin), kcal per mole: 113.62
Lowest unoccupied orbital energy, eV: -3.56
HOMO, eV: -12.874
Total charge: +1